[1]
The following is a DFT calculation (ωB97M-V/def2-TZVPD) of C6H10O as an isolated structure at a distorted geometry.

Cartesian coordinates (Å):
O: 0.47 -0.28 1.42
H: -0.80 1.53 -0.61
H: 2.94 0.83 0.35
C: 1.13 -0.35 0.17
H: -1.65 0.64 1.58
H: -1.99 0.52 -1.45
C: -0.18 -0.61 -0.64
H: 1.65 -1.32 0.14
C: 2.04 0.76 -0.27
H: -2.84 -0.36 0.67
C: -1.80 0.00 0.71
C: -0.70 -1.03 0.73
H: -0.76 -2.07 1.08
H: 1.53 1.72 -0.26
H: 2.34 0.52 -1.30
C: -1.24 0.53 -0.64
H: -0.03 -1.24 -1.53

Energy above the lowest of the compared OMol25 structures with the same formula, charge and spin: 41.18 kcal/mol
LUMO level: 0.04162 hartree
Gap between HOMO and LUMO: 0.386 Ha
Energy: -8429.4548 eV

Atom charges from the Löwdin analysis, given in e for atoms 1 to 8:
1. O -0.0707
2. H 0.0987
3. H 0.0795
4. C -0.4084
5. H 0.1115
6. H 0.1054
7. C -0.1694
8. H 0.1409


[2]
The following is a DFT calculation (ωB97M-V/def2-TZVPD) of a 17-piece molecular cluster, C68H187N17O17 overall at a distorted geometry.

Cartesian coordinates (Å):
H: 0.45 -4.95 -1.54
H: 2.17 -7.10 7.33
C: 7.76 -0.19 3.40
O: 1.46 -0.64 5.83
N: 7.11 -0.93 1.24
H: 0.64 -9.18 -1.21
C: 9.02 3.56 1.96
C: -3.55 -3.55 3.24
H: -0.58 -1.59 -1.19
C: 0.87 -5.78 6.25
C: 2.83 4.06 2.52
O: -4.84 3.25 6.37
H: -4.88 2.09 -4.26
H: -1.06 2.35 -4.25
H: 3.11 6.50 -6.98
H: -6.65 1.73 1.71
H: -8.26 5.04 1.00
H: -0.40 -0.12 -5.77
H: 5.05 -2.60 -6.35
N: -0.24 -6.37 6.92
H: -7.95 1.53 0.59
C: -2.95 2.49 -3.26
C: -6.10 4.36 -3.99
C: -4.34 -5.33 6.73
H: -2.05 3.56 -4.94
H: -0.04 3.58 0.83
H: 2.03 3.85 -7.90
C: -3.77 3.04 7.30
H: -0.98 -0.58 2.97
H: -7.58 -4.86 -1.77
H: 1.83 -7.65 5.79
H: 3.61 0.72 -3.94
H: 3.43 2.27 -4.82
C: -3.82 2.90 4.19
H: -0.40 -2.98 0.47
N: -3.64 2.03 3.08
H: -7.32 -3.61 -0.58
H: -0.28 -7.33 6.62
C: 0.09 0.88 -8.35
C: 5.27 1.18 -5.31
H: -5.08 -3.38 4.71
C: -5.48 -4.76 -1.00
H: 7.27 -2.13 3.02
H: 1.30 0.16 -6.06
H: 3.40 7.07 0.80
H: -4.32 -6.39 6.98
H: 4.05 2.40 -0.90
H: -2.91 -8.44 1.58
H: 2.78 3.43 1.63
C: -8.02 4.01 1.25
H: -0.29 1.60 -7.63
O: -7.00 3.38 0.37
H: -5.24 -5.16 6.14
H: -4.83 -3.28 0.35
C: -1.11 3.77 0.82
H: 2.31 5.10 -2.18
H: -1.97 -5.61 1.64
C: -2.85 6.27 -1.39
H: -6.68 -3.35 -2.20
H: -3.42 5.52 -3.07
H: 3.04 -0.39 1.82
H: -3.09 5.57 0.62
H: 4.60 2.07 -3.49
H: -5.13 4.22 3.14
H: 1.60 1.66 -2.36
C: 0.47 -0.50 -6.32
H: 1.67 -5.25 2.36
H: 2.91 -6.18 6.01
H: 5.09 -0.97 -1.52
C: 4.78 0.31 -6.47
C: 0.15 -8.55 -1.96
H: -5.30 -0.55 1.14
H: -0.59 -5.91 0.54
H: -3.30 1.15 -1.87
H: -5.00 6.05 -1.73
H: -4.21 -3.17 2.45
H: 0.02 -1.87 5.13
H: 1.97 -5.74 -1.66
C: 4.28 -2.72 -0.31
C: 2.84 6.14 0.93
H: -3.46 4.41 -0.65
H: -2.93 -6.41 -0.46
O: -3.16 -4.92 6.07
H: 2.09 -3.48 2.54
H: 4.26 6.94 3.17
H: 5.61 2.02 -1.56
N: 1.82 -2.53 -6.43
H: 3.69 -2.26 0.48
C: -3.14 -3.52 5.80
H: -6.48 4.46 -2.97
H: 7.66 0.81 2.98
C: 3.54 0.42 2.35
N: 5.55 -3.10 0.25
N: -2.54 5.85 -2.71
C: 1.45 -4.31 2.86
H: -1.83 -0.02 1.13
H: -2.78 3.26 6.92
H: -1.20 -8.95 0.09
H: -5.05 2.67 -2.60
H: -0.18 4.54 -8.08
H: 5.10 3.34 1.14
H: -6.72 3.71 -4.61
H: -2.38 1.85 -5.32
O: 0.25 -0.42 -7.71
H: 1.33 -5.41 -0.01
H: -2.53 3.18 -2.53
C: -4.81 2.35 5.28
H: -0.13 1.11 4.38
H: -3.38 1.17 3.52
H: -8.97 3.48 1.28
H: -4.97 -6.10 0.40
H: 2.21 6.72 -1.63
N: -3.36 -7.77 0.97
C: -6.87 -4.10 -1.44
H: -3.59 -3.98 -3.19
C: -4.48 2.78 -3.52
H: -4.38 -1.33 3.77
N: 5.62 4.31 -0.52
H: -3.42 -4.63 3.18
H: 5.09 3.01 -5.96
C: -0.48 -1.10 -0.22
H: -0.83 0.63 6.87
O: -3.82 -2.97 -1.39
O: -1.40 4.65 -0.22
H: 0.48 -3.84 2.67
O: -0.59 -7.57 -1.25
H: -5.01 -5.33 -1.81
C: -2.99 -3.51 -2.40
H: -0.24 -2.56 -6.16
H: 9.05 2.64 2.54
H: -0.95 -7.07 1.81
H: -2.12 7.02 -1.06
C: 0.87 2.01 -1.63
N: 5.88 2.40 -5.79
O: 4.09 -0.88 -6.05
H: 0.47 -3.08 -3.95
C: 5.06 2.10 -0.62
H: -6.39 -5.34 0.80
O: 3.34 4.46 -6.36
C: -4.30 6.85 -1.49
C: -4.04 -3.05 4.59
O: 2.15 -3.82 -0.98
O: 4.99 0.21 2.33
H: 3.46 -1.31 6.35
O: -4.74 4.08 -4.02
H: -2.24 0.86 5.97
H: -4.52 -1.24 5.31
H: 2.99 -1.50 4.62
H: -2.52 -3.33 3.00
H: 1.06 -2.49 0.27
H: 3.82 5.83 4.15
H: -1.06 4.91 -6.81
H: 1.14 -4.93 6.86
H: 1.00 -8.13 -2.50
H: -4.87 2.83 0.02
H: -3.86 3.55 8.26
H: -0.43 -9.16 -2.65
C: -5.92 1.24 -0.13
C: 0.63 -2.00 -5.83
H: 0.13 -1.48 -3.71
O: 1.57 -4.55 4.31
H: 4.19 -2.49 -4.83
H: 5.34 -1.11 4.00
H: -2.83 2.88 4.66
H: -4.44 1.78 1.09
H: -0.12 5.40 -4.61
C: -4.14 4.18 3.59
C: 1.41 -5.05 -1.03
H: -2.09 -3.29 5.59
H: 1.95 2.94 -6.45
H: 7.30 1.90 1.10
C: -2.09 2.55 -4.53
H: -2.25 -4.17 -1.96
N: -1.56 -0.15 3.67
C: -5.66 -0.27 0.15
N: -0.30 4.31 -7.10
H: -2.48 -1.67 0.62
H: 4.10 0.83 -7.13
N: -3.89 -1.61 4.61
H: 8.79 -0.46 3.18
H: 6.63 -1.71 0.81
H: 0.39 -6.31 4.38
H: 6.41 2.79 -5.02
H: -3.40 -2.99 6.72
C: 0.47 -0.93 4.81
O: 7.64 3.79 1.59
H: 7.50 -0.19 4.46
C: 1.99 5.70 -1.32
H: -6.24 1.23 -1.17
H: 1.50 5.03 -4.35
H: 3.33 1.26 1.68
H: 4.98 1.20 -0.01
C: -1.38 0.19 6.04
H: 6.11 -3.70 -0.33
H: 2.20 -2.45 5.93
C: 0.47 -5.35 4.89
H: 3.17 0.66 3.34
O: -0.07 1.01 -1.27
H: 7.88 2.81 -0.22
H: 1.45 -0.32 -0.81
C: 3.81 5.66 -7.02
H: 3.49 -4.54 0.42
H: -1.07 -5.99 6.49
H: 1.87 -2.00 -4.03
H: -4.65 7.32 -0.57
H: 4.53 5.40 1.94
C: 2.07 3.96 -6.81
N: -5.86 -5.77 0.05
H: -7.51 4.08 2.21
H: 0.93 -1.03 3.83
H: -4.46 -4.74 7.63
O: 2.85 5.29 -0.21
H: -1.64 -0.81 6.37
H: 4.79 -1.79 2.42
C: -1.90 -0.78 0.36
H: -5.76 2.25 4.75
H: -4.38 7.64 -2.24
H: 0.85 0.45 0.53
H: 5.66 -1.66 -4.89
C: 5.69 3.16 0.24
H: 3.65 -1.71 -2.12
H: 6.02 0.61 -4.75
C: 4.81 -1.92 -5.53
N: -4.62 1.85 0.10
H: 0.43 2.90 -2.06
C: -2.75 5.17 -0.34
C: 4.14 1.59 -4.35
H: -3.54 4.52 2.74
H: -6.58 -0.83 -0.02
H: 3.88 5.42 -8.08
H: 9.72 3.55 1.12
H: -0.46 0.86 -9.29
H: 9.35 4.40 2.58
C: 0.65 4.71 -4.95
C: 4.56 -1.93 -1.56
H: -3.96 -8.41 0.47
H: 1.42 2.50 -0.83
H: -2.46 -2.72 -2.92
C: -4.38 -3.85 -0.46
H: -2.37 -8.68 -1.22
H: 3.97 -4.74 -1.22
H: 2.66 -2.07 -6.13
H: -4.52 1.34 5.56
H: -1.86 0.91 -2.62
H: -3.57 -4.41 0.02
H: -2.49 -0.26 -0.40
H: 5.61 0.08 -7.13
C: -2.38 -7.08 0.20
H: -1.39 4.26 1.75
N: 3.50 6.29 3.31
C: -6.96 1.97 0.69
C: 2.64 -1.49 5.65
H: 0.51 3.66 -4.69
H: 3.34 3.52 3.31
C: -0.63 0.20 4.72
H: -2.20 -0.86 3.99
H: -4.97 -0.62 -0.61
H: 4.73 5.93 -6.51
H: -6.27 5.33 -4.46
C: 5.39 -1.02 2.91
H: 1.66 -2.18 -7.36
H: -2.02 4.99 -2.62
H: -2.82 2.34 2.57
H: 1.12 1.20 -8.54
H: 1.81 4.12 2.89
H: 0.92 5.63 -1.13
H: 6.56 -0.13 0.96
C: 0.90 4.81 -6.40
H: 6.07 5.05 -0.01
H: 1.84 6.55 1.05
C: 0.50 0.07 -0.44
C: 3.47 -4.04 -0.55
C: 6.88 -1.17 2.66
H: 4.66 4.60 -0.65
C: 3.46 5.44 2.15
H: 5.07 -2.60 -2.25
C: 0.81 -2.10 -4.28
N: 0.16 -2.15 0.59
C: 7.19 2.87 0.63
H: -4.05 4.97 4.34
N: -2.83 1.17 -2.76
H: -1.78 2.92 0.74
H: -0.53 -4.94 4.83
C: 2.01 -6.71 6.33
C: -1.64 -8.20 -0.57
H: -3.71 1.98 7.58
H: 1.00 5.86 -6.68
H: 5.46 -3.64 1.11
C: -1.40 -6.37 1.10

Energy above the lowest of the compared OMol25 structures with the same formula, charge and spin: 130.32 kcal/mol
LUMO level: 0.01165 hartree
Gap between HOMO and LUMO: 0.321 Ha
Energy: -133674.7032 eV

Atom charges from the Löwdin analysis, given in e for atoms 1 to 8:
1. H 0.0849
2. H 0.0856
3. C -0.0702
4. O -0.2012
5. N 0.0452
6. H 0.0872
7. C -0.0724
8. C -0.0524


[3]
The following is a DFT calculation (ωB97M-V/def2-TZVPD) of C11H14F6MoN2O4SSb as an isolated structure at a distorted geometry.

Cartesian coordinates (Å):
H: -2.57 -0.82 -4.69
C: -1.88 -0.48 -3.92
C: -3.86 -0.22 -0.12
H: 3.51 -0.77 2.55
O: -0.11 -0.11 0.66
F: 0.95 -2.15 -3.65
S: 0.78 -0.75 1.83
H: -3.53 1.86 -0.45
Mo: -1.07 -0.48 -1.00
N: -1.74 -1.49 -2.81
F: 3.34 -1.02 -3.32
O: -4.77 -0.56 0.49
H: 4.29 3.26 3.91
H: 1.93 3.84 3.42
H: -2.64 -1.97 -2.66
F: 2.56 -0.95 -0.76
N: -2.30 0.70 -1.72
C: 3.12 0.23 2.76
O: -2.80 1.79 -3.79
H: -0.87 -0.03 3.42
C: -2.36 0.83 -3.32
H: 4.99 0.86 3.67
H: 0.41 2.23 2.31
F: 0.34 -2.00 -1.25
H: -0.91 -0.31 -4.38
O: -2.50 -0.99 -0.04
C: 2.31 2.85 3.19
H: -1.08 -2.22 -3.11
Sb: 2.17 -1.95 -2.27
C: -0.40 -0.97 3.15
H: -1.12 -1.73 2.82
F: 2.65 -3.62 -1.76
C: 3.62 2.51 3.50
H: -4.41 1.06 -1.77
H: 0.18 -1.37 3.99
F: 0.16 0.32 -2.19
C: 4.01 1.20 3.35
C: -3.58 0.95 -1.07
C: 1.39 1.89 2.61
C: 1.80 0.58 2.44

Charge: +4
2S+1: 2
Energy above the lowest of the compared OMol25 structures with the same formula, charge and spin: 157.57 kcal/mol
LUMO level (alpha / beta): -0.59392 / -0.61213 hartree
Gap between HOMO and LUMO (alpha / beta): 0.269 / 0.249 Ha
Energy: -58291.2619 eV

Atom charges from the Löwdin analysis, given in e for atoms 1 to 8:
1. H 0.1769
2. C -0.0454
3. C -0.2913
4. H 0.1512
5. O -0.6605
6. F -0.2676
7. S 1.1462
8. H 0.1819


[4]
The following is a DFT calculation (ωB97M-V/def2-TZVPD) of C34H35MnN5P2S as an isolated structure.

Cartesian coordinates (Å):
H: -2.01 -0.73 2.51
H: -3.15 -2.27 -3.55
C: -3.99 2.95 0.34
H: -3.36 -2.78 2.67
H: -3.79 -4.14 0.65
H: -0.44 0.24 -4.70
C: 1.04 3.30 4.70
H: 0.57 -3.33 5.54
C: -1.24 3.25 0.61
H: 1.01 4.24 5.24
H: 1.45 -1.31 -2.94
P: 1.86 0.77 -0.86
C: -1.79 1.98 0.41
H: 0.67 -3.03 2.80
C: -3.67 -1.40 -3.95
H: 0.50 1.64 -2.98
C: -1.91 -1.69 -0.74
H: 5.07 1.73 -4.42
H: 1.36 3.70 2.56
C: 0.73 -2.29 3.58
H: 3.92 2.14 -2.27
C: 4.28 1.06 -4.09
C: 3.87 -1.85 1.51
C: -2.18 -1.33 1.62
C: 2.62 0.43 -2.46
H: -1.63 5.35 0.81
H: 4.75 -1.78 2.14
H: -2.87 -3.44 -1.53
H: 4.40 -0.19 -5.82
H: 2.59 -1.70 -5.08
H: -4.08 5.08 0.57
P: -0.67 0.59 0.30
C: -1.55 0.99 -3.02
H: 0.77 -0.99 6.47
C: 2.14 -3.17 0.47
C: -0.33 1.52 -2.28
C: -3.17 1.83 0.27
C: -2.67 -2.85 -0.65
N: 0.78 -1.19 5.48
H: -5.06 2.84 0.23
N: 0.88 -0.95 3.30
H: -4.53 -1.76 -4.50
H: -2.29 0.64 -2.30
H: -0.17 3.37 0.71
C: -3.19 -3.24 0.58
N: 0.91 2.09 5.35
C: 3.27 -3.08 1.28
S: -2.63 -0.51 -5.12
H: -1.50 -1.39 -1.69
H: 1.68 -4.13 0.30
H: 0.74 -2.11 -0.76
Mn: 1.15 0.30 1.75
C: 2.88 -0.87 -4.46
C: -2.06 4.36 0.67
N: 1.18 1.65 3.22
H: 3.68 -3.97 1.73
C: 3.90 -0.01 -4.88
H: -2.03 1.83 -3.54
C: 1.20 3.02 3.38
C: 1.01 1.13 4.42
H: -0.54 2.50 -1.86
C: 1.61 -2.04 -0.12
H: 3.86 0.24 1.03
H: -0.89 -1.01 -3.57
C: -1.66 -0.93 0.40
C: 3.64 1.29 -2.88
C: -3.44 4.21 0.53
C: 3.35 -0.71 0.91
C: 2.25 -0.65 -3.25
H: -3.60 0.86 0.11
C: -2.94 -2.48 1.71
C: -1.24 -0.09 -4.04
C: 0.68 -2.45 4.93
H: -4.02 -0.77 -3.14
C: 2.22 -0.79 0.06
C: 0.89 -0.32 4.47
H: 0.76 1.97 6.33
N: 0.15 0.60 -1.20

Charge: +2
2S+1: 2
Energy above the lowest of the compared OMol25 structures with the same formula, charge and spin: 0.00 kcal/mol
LUMO level (alpha / beta): -0.22671 / -0.22167 hartree
Gap between HOMO and LUMO (alpha / beta): 0.226 / 0.231 Ha
Energy: -103996.9988 eV

Atom charges from the Löwdin analysis, given in e for atoms 1 to 8:
1. H 0.1047
2. H 0.0194
3. C -0.0468
4. H 0.1137
5. H 0.1176
6. H 0.0764
7. C -0.0186
8. H 0.1351


[5]
The following is a DFT calculation (ωB97M-V/def2-TZVPD) of a 3-piece molecular cluster, C27H36BrNO3P overall at a distorted geometry.

Cartesian coordinates (Å):
H: -2.91 0.19 1.10
H: 0.20 5.08 0.92
H: -5.26 -3.38 -0.44
C: -2.15 -2.27 -7.54
C: -1.99 -3.46 -1.35
C: -2.44 -1.40 -6.50
C: 1.25 -1.71 0.34
H: -0.84 -2.02 0.96
C: -1.97 -4.09 -5.98
H: 4.04 6.56 0.87
C: -3.05 -5.58 -1.77
C: -1.29 0.60 4.17
H: 3.37 -1.24 -1.46
C: 2.36 0.26 1.37
C: 1.50 4.13 2.51
P: 3.29 3.52 4.57
H: -0.27 0.53 4.62
H: -2.72 -1.20 -4.38
C: -1.91 -3.61 -7.28
H: -2.11 -1.90 -8.56
N: 2.94 3.87 2.80
C: 3.43 5.62 0.97
C: -2.26 -3.22 -4.93
C: 3.69 -1.24 -0.38
C: -4.32 -3.77 -0.82
H: -1.57 1.70 4.14
C: 0.06 -1.37 1.09
Br: 5.29 4.39 5.18
H: 1.23 -2.60 -0.33
H: -1.11 -2.83 -1.37
C: 2.44 -0.87 0.47
H: 1.12 4.84 3.30
O: 2.06 6.08 1.02
H: -2.99 1.55 2.33
H: -1.79 -5.14 -5.78
H: -2.31 -3.60 -3.92
H: -3.25 -1.94 -0.49
H: 4.23 1.71 5.38
H: 4.01 -2.28 -0.14
H: -2.00 0.13 4.90
H: -2.63 -0.35 -6.70
C: 3.83 5.01 2.36
H: 3.63 4.96 0.09
O: 3.52 1.87 4.72
C: 1.17 0.58 2.14
H: -1.87 -1.00 2.81
C: 1.28 4.89 1.13
H: 4.53 -0.51 -0.22
H: -1.62 1.47 1.08
H: 3.26 0.91 1.49
H: -3.00 -6.60 -2.13
H: -0.34 3.06 3.04
H: -1.68 -4.29 -8.10
H: 1.66 4.18 0.34
H: 4.90 4.67 2.26
H: 0.29 2.65 1.39
C: 0.59 2.85 2.45
C: -2.50 -1.88 -5.19
H: -5.13 -5.71 -1.26
O: 1.21 1.69 3.01
C: -2.30 0.88 1.73
C: -3.19 -2.96 -0.85
C: -1.39 0.01 2.72
C: -0.02 -0.22 2.00
H: 3.74 5.85 3.10
H: -0.99 -5.16 -2.20
H: 3.24 3.03 2.27
C: -1.93 -4.77 -1.81
C: -4.25 -5.08 -1.28

Charge: +1
LUMO level: -0.13083 hartree
Gap between HOMO and LUMO: 0.256 Ha
Energy: -115538.8589 eV

Atom charges from the Löwdin analysis, given in e for atoms 1 to 8:
1. H 0.0735
2. H 0.1584
3. H 0.1033
4. C -0.0973
5. C -0.1230
6. C -0.0998
7. C -0.0250
8. H 0.1019